# 1
The following is a quantum chemistry calculation of a molecular structure, C14H10HgS at a distorted geometry, from OMol25.

Positions of all 26 atoms, in Å:
1 Hg -0.56 -2.34 -0.64
2 S 0.05 -0.87 1.91
3 C 0.04 -1.65 3.47
4 C -0.94 -2.58 3.85
5 C -0.89 -3.17 5.10
6 C 0.10 -2.84 6.01
7 C 1.06 -1.90 5.65
8 C 1.02 -1.31 4.40
9 H -1.71 -2.84 3.14
10 H -1.66 -3.89 5.37
11 H 0.13 -3.31 6.99
12 H 1.84 -1.62 6.35
13 H 1.77 -0.57 4.13
14 C 0.01 -1.12 -2.66
15 C -0.03 0.01 -3.13
16 C -0.02 1.27 -3.80
17 C -1.22 1.85 -4.24
18 C -1.22 3.09 -4.86
19 C -0.03 3.78 -5.05
20 C 1.17 3.20 -4.65
21 C 1.18 1.96 -4.03
22 H -2.14 1.32 -4.08
23 H -2.15 3.53 -5.20
24 H -0.03 4.76 -5.52
25 H 2.10 3.73 -4.82
26 H 2.11 1.51 -3.70

Its charge is -1. For the orbital gap (alpha / beta), the calculation gives 6.71 / 5.87 eV. Its spin multiplicity is 2. The calculation puts the HOMO energy (alpha / beta) at -3.62 / -4.02 eV. Its lowest unoccupied orbital energy (alpha / beta) is 3.09 / 1.86 eV. The calculation puts the largest force on an atom at 0.02147 hartree/bohr. The expectation value of S² is 0.7613.

=====

# 2
The following is a quantum chemistry calculation of a molecular structure, C14H10N5O2 at a distorted geometry, from OMol25.

Positions of all 31 atoms, in Å:
1 O 3.19 -0.63 1.47
2 N 2.86 -1.82 1.44
3 C 1.43 -2.15 1.44
4 C 0.56 -1.31 2.04
5 N -0.80 -1.59 2.05
6 N -1.83 -0.91 2.60
7 N -2.68 -1.76 2.21
8 N -2.59 -2.87 1.55
9 C -1.25 -2.80 1.40
10 C -0.33 -3.67 0.78
11 C 0.98 -3.33 0.80
12 O 3.68 -2.74 1.41
13 H 0.90 -0.41 2.52
14 H -0.69 -4.56 0.30
15 H 1.71 -3.97 0.34
16 C 0.77 1.98 0.28
17 C -0.06 2.87 0.94
18 C -1.07 3.29 0.08
19 C -0.87 2.65 -1.18
20 C 0.29 1.82 -1.05
21 C 0.72 1.07 -2.13
22 C 0.02 1.15 -3.32
23 C -1.11 1.96 -3.45
24 C -1.56 2.71 -2.38
25 H 1.64 1.49 0.69
26 H 0.05 3.19 1.96
27 H -1.86 3.98 0.29
28 H 1.60 0.45 -2.04
29 H 0.35 0.57 -4.17
30 H -1.63 2.00 -4.39
31 H -2.42 3.34 -2.48

Its charge is -1. For the orbital gap, the calculation gives 3.65 eV. The calculation puts the HOMO energy at -2.28 eV. Its lowest unoccupied orbital energy is 1.37 eV. The calculation puts the largest force on an atom at 0.24442 hartree/bohr.

=====

# 3
The following is a quantum chemistry calculation of 2 unconnected molecules or ions with the total composition C14H10O5 at a distorted geometry, from OMol25.

Positions of all 29 atoms, in Å:
1 C -2.58 2.31 -1.61
2 C -3.22 3.45 -2.01
3 C -4.41 3.15 -2.74
4 C -4.85 1.80 -3.00
5 C -4.16 0.66 -2.57
6 C -2.99 0.99 -1.85
7 C -1.90 0.01 -1.17
8 O -2.06 -1.19 -1.26
9 O -1.18 1.02 -0.74
10 O -0.36 -2.45 -0.21
11 O 0.46 -1.38 0.29
12 C 1.53 -2.40 0.96
13 O 1.16 -3.50 0.75
14 C 2.67 -1.81 1.66
15 C 2.98 -0.42 1.84
16 C 4.11 -0.01 2.52
17 C 4.98 -1.01 3.07
18 C 4.69 -2.37 2.91
19 C 3.56 -2.78 2.22
20 H -1.66 2.56 -1.05
21 H -2.76 4.37 -1.74
22 H -4.92 4.02 -3.06
23 H -5.79 1.68 -3.58
24 H -4.42 -0.39 -2.72
25 H 2.29 0.32 1.40
26 H 4.32 1.04 2.65
27 H 5.86 -0.70 3.61
28 H 5.36 -3.14 3.33
29 H 3.30 -3.83 2.07

Its charge is 0. For the orbital gap (alpha / beta), the calculation gives 7.02 / 8.82 eV. The calculation puts the HOMO energy (alpha / beta) at -9.42 / -9.17 eV. Its lowest unoccupied orbital energy (alpha / beta) is -2.40 / -0.34 eV. The calculation puts the largest force on an atom at 0.12281 hartree/bohr.

=====

# 4
The following is a quantum chemistry calculation of C14H10O5 in the gas phase at a distorted geometry, from OMol25.

Positions of all 29 atoms, in Å:
1 C -0.58 4.91 -3.24
2 O -0.92 3.53 -3.43
3 C -0.52 2.67 -2.39
4 C 0.62 2.78 -1.65
5 O 1.69 3.27 -1.23
6 C 1.35 2.01 -0.66
7 C 0.53 0.87 -0.57
8 O 0.85 -0.07 0.39
9 C 0.40 -1.43 0.04
10 C 0.38 -2.05 1.38
11 C -0.61 -1.79 2.32
12 C -0.74 -2.53 3.57
13 C 0.24 -3.51 3.88
14 C 1.33 -3.66 2.95
15 C 1.36 -2.97 1.76
16 O -0.87 -1.68 -0.64
17 C -1.27 -0.61 -1.42
18 C -0.67 0.64 -1.45
19 O -1.31 1.63 -2.15
20 H -0.31 5.28 -2.32
21 H 0.19 5.24 -3.94
22 H -1.43 5.59 -3.60
23 H 1.22 -1.88 -0.55
24 H -1.36 -1.05 2.09
25 H -1.53 -2.39 4.27
26 H 0.02 -4.25 4.60
27 H 2.04 -4.58 3.05
28 H 2.11 -3.23 0.97
29 H -2.20 -0.75 -2.03

Its charge is 0. For the orbital gap, the calculation gives 7.98 eV. Its SMILES is COC1=C2OC2=C2O[C@@H](c3ccccc3)OC=C2O1. The calculation puts the HOMO energy at -7.50 eV. Its lowest unoccupied orbital energy is 0.48 eV. The calculation puts the largest force on an atom at 0.16461 hartree/bohr.

=====

# 5
The following is a quantum chemistry calculation of a molecular structure, C14H11AsNO3PdS5 at a distorted geometry, from OMol25.

Positions of all 36 atoms, in Å:
1 Pd -0.25 -0.18 -0.91
2 S -3.85 -1.75 -3.23
3 As -2.17 -2.52 -2.20
4 S -2.24 -1.44 -0.20
5 S -0.45 -1.42 -3.12
6 S -1.68 -4.54 -1.92
7 N -1.68 1.25 -1.56
8 C -1.53 2.53 -0.98
9 C -2.03 3.69 -1.66
10 C -1.92 4.90 -1.01
11 C -1.33 5.00 0.32
12 C -0.83 3.83 0.92
13 C -0.95 2.62 0.29
14 S -1.34 6.53 1.20
15 O -1.15 7.40 0.02
16 O -0.32 6.51 2.21
17 O -2.74 6.66 1.62
18 H -1.61 1.08 -2.58
19 H -2.54 0.74 -1.28
20 H -2.43 3.66 -2.69
21 H -2.34 5.83 -1.47
22 H -0.29 3.95 1.85
23 H -0.48 1.71 0.72
24 C 0.95 -1.34 0.03
25 C 1.54 -2.36 0.48
26 C 2.19 -3.49 0.93
27 C 3.56 -3.39 1.00
28 C 4.34 -4.50 1.31
29 C 3.69 -5.68 1.70
30 C 2.33 -5.75 1.64
31 C 1.55 -4.65 1.31
32 H 3.99 -2.43 0.75
33 H 5.44 -4.46 1.28
34 H 4.28 -6.51 2.05
35 H 1.76 -6.69 1.79
36 H 0.48 -4.76 1.39

Its charge is -1. For the orbital gap (alpha / beta), the calculation gives 6.65 / 3.65 eV. Its spin multiplicity is 5. The calculation puts the HOMO energy (alpha / beta) at -5.59 / -5.59 eV. Its lowest unoccupied orbital energy (alpha / beta) is 1.06 / -1.94 eV. The calculation puts the largest force on an atom at 0.11601 hartree/bohr. The expectation value of S² is 6.0273.

=====

# 6
The following is a quantum chemistry calculation of a molecular structure, C14H11BF2N5Pd, from OMol25.

Positions of all 34 atoms, in Å:
1 Pd -1.01 -0.06 -1.47
2 N 3.32 -0.09 -1.37
3 C 2.06 -0.06 -1.77
4 N 1.02 -0.15 -0.98
5 C 1.23 -0.29 0.43
6 N 0.30 -0.42 1.31
7 N -0.93 -0.47 0.68
8 C -2.04 -0.31 1.25
9 C -3.23 -0.24 0.33
10 C -4.50 -0.26 0.85
11 C -5.59 -0.24 -0.01
12 C -5.37 -0.18 -1.37
13 C -4.06 -0.12 -1.83
14 N -3.01 -0.13 -1.01
15 C 2.62 -0.27 0.90
16 C 2.94 -0.36 2.26
17 C 4.25 -0.36 2.67
18 C 5.28 -0.27 1.72
19 C 4.99 -0.18 0.38
20 C 3.66 -0.18 -0.02
21 H 4.05 -0.03 -2.06
22 H 1.88 0.05 -2.83
23 H -2.18 -0.21 2.33
24 H -4.64 -0.32 1.92
25 H -6.60 -0.26 0.38
26 H -6.18 -0.17 -2.08
27 H -3.83 -0.02 -2.88
28 H 2.13 -0.43 2.98
29 H 4.49 -0.43 3.72
30 H 6.31 -0.27 2.05
31 H 5.78 -0.11 -0.36
32 F 0.10 2.50 -2.10
33 B -1.05 1.84 -1.99
34 F -2.17 2.54 -2.06

Its charge is +1. For the orbital gap, the calculation gives 7.21 eV. The calculation puts the HOMO energy at -11.08 eV. Its lowest unoccupied orbital energy is -3.87 eV. The calculation puts the largest force on an atom at 0.01666 hartree/bohr.

=====

# 7
The following is a quantum chemistry calculation of a molecular structure, C14H11BrMoN4O at a distorted geometry, from OMol25.

Positions of all 32 atoms, in Å:
1 Mo 0.30 -0.90 -0.24
2 N -0.95 2.87 1.09
3 C -1.08 1.64 0.70
4 N 0.15 1.05 0.44
5 C 1.09 2.04 0.72
6 C 2.51 2.04 0.66
7 C 3.18 3.21 1.01
8 C 2.48 4.35 1.41
9 C 1.06 4.37 1.49
10 C 0.41 3.20 1.13
11 H -1.73 3.49 1.34
12 H -2.04 1.15 0.59
13 H 3.07 1.17 0.35
14 H 4.26 3.23 0.97
15 H 3.03 5.24 1.69
16 H 0.53 5.26 1.81
17 O 1.18 -2.11 2.57
18 C 0.87 -1.68 1.58
19 Br -4.57 -4.61 -2.44
20 C -3.26 -3.59 -1.73
21 C -2.72 -2.49 -2.45
22 C -1.73 -1.76 -1.88
23 N -1.21 -2.05 -0.62
24 C -1.74 -3.12 0.08
25 C -2.74 -3.89 -0.44
26 H -3.10 -2.23 -3.43
27 H -1.30 -0.91 -2.41
28 H -1.32 -3.33 1.06
29 H -3.13 -4.72 0.13
30 N 2.86 -2.32 -1.75
31 C 1.97 -1.83 -1.23
32 H 3.65 -2.77 -2.21

Its charge is +4. For the orbital gap (alpha / beta), the calculation gives 4.25 / 4.24 eV. The calculation puts the HOMO energy (alpha / beta) at -21.93 / -21.92 eV. Its lowest unoccupied orbital energy (alpha / beta) is -17.68 / -17.68 eV. The calculation puts the largest force on an atom at 0.03026 hartree/bohr.

=====

# 8
The following is a quantum chemistry calculation of a molecular structure, C14H11CeCl2FN3O7 at a distorted geometry, from OMol25.

Positions of all 39 atoms, in Å:
1 Ce -0.61 -1.58 -1.48
2 O 1.56 -1.14 -0.97
3 C 1.44 -0.44 -2.02
4 O 0.91 -1.02 -3.03
5 C 1.38 1.04 -1.91
6 C 2.45 1.91 -1.93
7 C 2.18 3.24 -1.70
8 C 0.92 3.71 -1.42
9 C -0.12 2.80 -1.38
10 C 0.07 1.47 -1.67
11 O -0.95 0.54 -1.71
12 N -1.45 3.31 -0.96
13 O -2.15 2.55 -0.33
14 O -1.72 4.45 -1.27
15 N 3.32 4.22 -1.72
16 O 4.41 3.77 -2.01
17 O 3.04 5.38 -1.53
18 H 3.47 1.58 -2.10
19 H 0.74 4.76 -1.23
20 C -1.24 -0.78 5.13
21 C -1.02 -0.99 3.66
22 C -1.64 -0.18 2.71
23 C -1.42 -0.42 1.37
24 N -0.62 -1.41 0.94
25 C -0.01 -2.19 1.85
26 C -0.19 -2.01 3.20
27 H -1.75 0.15 5.34
28 H -0.29 -0.79 5.67
29 H -1.84 -1.60 5.53
30 H -2.29 0.63 3.01
31 H -1.89 0.22 0.63
32 H 0.64 -2.96 1.47
33 H 0.33 -2.66 3.89
34 F -2.27 -2.70 -1.14
35 Cl 0.42 -4.25 -1.32
36 C -0.77 -4.72 -2.59
37 Cl -0.98 -3.38 -3.74
38 H -1.72 -4.93 -2.11
39 H -0.35 -5.56 -3.12

Its charge is +1. For the orbital gap, the calculation gives 7.24 eV. The calculation puts the HOMO energy at -12.87 eV. Its lowest unoccupied orbital energy is -5.64 eV. The calculation puts the largest force on an atom at 0.05553 hartree/bohr.

=====

# 9
The following is a quantum chemistry calculation of C14H11ClFNO3 in the gas phase at a distorted geometry, from OMol25.

Positions of all 31 atoms, in Å:
1 C 2.33 -2.29 0.56
2 N 2.13 -2.11 -0.88
3 C 2.11 -0.72 -1.29
4 C 0.79 0.01 -1.00
5 C 0.70 1.21 -0.44
6 C 1.91 2.00 0.04
7 C 1.62 2.94 1.21
8 O 1.02 3.96 1.18
9 Cl 2.35 2.43 2.80
10 C -0.70 1.77 -0.29
11 O -1.00 2.93 -0.46
12 C -1.78 0.76 0.03
13 C -2.85 1.08 0.84
14 C -3.81 0.12 1.07
15 C -3.67 -1.12 0.50
16 F -4.62 -2.02 0.78
17 C -2.63 -1.46 -0.31
18 C -1.67 -0.50 -0.54
19 C -0.46 -0.76 -1.41
20 O -0.47 -1.52 -2.36
21 H 1.62 -1.72 1.19
22 H 3.35 -1.98 0.81
23 H 2.28 -3.36 0.77
24 H 1.34 -2.64 -1.24
25 H 2.21 -0.71 -2.39
26 H 2.98 -0.20 -0.90
27 H 2.71 1.34 0.36
28 H 2.32 2.57 -0.81
29 H -2.88 2.09 1.24
30 H -4.65 0.38 1.71
31 H -2.57 -2.46 -0.75

Its charge is 0. For the orbital gap, the calculation gives 8.11 eV. Its SMILES is CNCC1=C(CC(=O)Cl)C(=O)c2ccc(F)cc2C1=O. The calculation puts the HOMO energy at -9.20 eV. Its lowest unoccupied orbital energy is -1.10 eV. The calculation puts the largest force on an atom at 0.02766 hartree/bohr.

=====

# 10
The following is a quantum chemistry calculation of C14H11ClN4O4 in the gas phase at a distorted geometry, from OMol25.

Positions of all 34 atoms, in Å:
1 O 4.78 -3.27 2.75
2 C 4.28 -2.47 2.00
3 C 2.99 -2.01 2.39
4 C 2.05 -1.89 1.42
5 N 0.81 -1.63 1.86
6 C -0.09 -0.86 1.15
7 C -1.52 -1.02 1.43
8 C -2.30 -0.22 0.57
9 O -3.61 -0.03 0.90
10 N -1.38 0.35 -0.28
11 C -1.89 1.39 -1.10
12 C -2.68 1.10 -2.16
13 C -3.22 2.20 -2.87
14 C -2.91 3.53 -2.65
15 C -2.04 3.75 -1.62
16 C -1.58 2.73 -0.80
17 Cl -0.61 3.09 0.63
18 C -0.05 0.06 0.17
19 O 1.12 0.61 -0.28
20 N 2.37 -1.86 0.12
21 C 3.65 -2.16 -0.23
22 O 3.97 -2.39 -1.33
23 N 4.60 -2.43 0.67
24 H 2.72 -1.76 3.42
25 H 0.54 -2.02 2.73
26 H -1.96 -1.56 2.27
27 H -4.14 0.29 0.15
28 H -2.94 0.10 -2.43
29 H -4.02 2.05 -3.63
30 H -3.28 4.37 -3.21
31 H -1.80 4.78 -1.37
32 H 0.99 1.58 -0.47
33 H 1.81 -1.39 -0.54
34 H 5.36 -3.00 0.34

Its charge is 0. For the orbital gap, the calculation gives 7.71 eV. Its SMILES is O=c1cc(Nc2cc(O)n(-c3ccccc3Cl)c2O)[nH]c(=O)[nH]1. The calculation puts the HOMO energy at -7.50 eV. Its lowest unoccupied orbital energy is 0.21 eV. The calculation puts the largest force on an atom at 0.11175 hartree/bohr.

=====

# 11
The following is a quantum chemistry calculation of C14H11N in the gas phase at a distorted geometry, from OMol25.

Positions of all 26 atoms, in Å:
1 C -0.29 -1.07 -1.96
2 N 0.62 -1.94 -1.64
3 C 1.12 -1.84 -0.28
4 C 1.59 -0.43 0.08
5 C 2.89 -0.33 0.35
6 C 3.40 0.95 0.71
7 C 2.60 2.07 0.86
8 C 1.20 1.84 0.84
9 C 0.62 0.61 0.39
10 C -0.82 0.39 0.16
11 C -1.83 0.90 0.99
12 C -3.21 0.57 0.67
13 C -3.61 -0.36 -0.29
14 C -2.62 -0.71 -1.16
15 C -1.29 -0.40 -1.02
16 H -0.76 -1.37 -2.90
17 H 1.94 -2.54 -0.13
18 H 0.31 -2.23 0.41
19 H 3.60 -1.09 0.01
20 H 4.43 1.08 0.88
21 H 3.02 3.05 1.10
22 H 0.38 2.53 0.94
23 H -1.74 1.51 1.92
24 H -3.94 0.91 1.35
25 H -4.65 -0.70 -0.37
26 H -2.98 -1.40 -1.91

Its charge is 0. For the orbital gap, the calculation gives 8.87 eV. Its SMILES is C1=NCc2ccccc2-c2ccccc21. The calculation puts the HOMO energy at -8.54 eV. Its lowest unoccupied orbital energy is 0.33 eV. The calculation puts the largest force on an atom at 0.07690 hartree/bohr.

=====

# 12
The following is a quantum chemistry calculation of 3 unconnected molecules or ions with the total composition C14H12Br2O4 at a distorted geometry, from OMol25.

Positions of all 32 atoms, in Å:
1 O -0.50 -3.80 -7.54
2 C -0.65 -2.93 -6.65
3 C -1.92 -2.77 -5.93
4 C -1.96 -2.13 -4.77
5 C -0.92 -1.33 -4.14
6 O -0.84 -0.84 -3.07
7 C 0.35 -1.43 -5.00
8 C 0.52 -2.17 -6.12
9 H -2.82 -3.20 -6.36
10 H -2.94 -2.03 -4.34
11 H 1.22 -0.99 -4.53
12 H 1.47 -2.10 -6.63
13 O -2.85 -1.41 3.54
14 C -1.70 -1.26 3.95
15 C -1.06 -0.14 4.70
16 C 0.27 -0.02 4.82
17 C 1.31 -0.97 4.31
18 O 2.52 -0.79 4.24
19 C 0.68 -2.25 3.99
20 C -0.67 -2.42 3.83
21 H -1.68 0.56 5.24
22 H 0.60 0.82 5.42
23 H 1.27 -3.13 3.77
24 H -1.12 -3.39 3.69
25 Br 0.08 6.43 0.60
26 C 0.72 4.77 1.35
27 C 2.11 4.93 1.96
28 Br 2.21 6.42 3.27
29 H 0.77 3.97 0.61
30 H 0.10 4.34 2.14
31 H 2.89 5.27 1.28
32 H 2.52 4.01 2.37

Its charge is 0. For the orbital gap, the calculation gives 8.09 eV. Its SMILES is O=C1C=CC(=O)C=C1.O=C1C=CC(=O)C=C1.BrCCBr. The calculation puts the HOMO energy at -9.98 eV. Its lowest unoccupied orbital energy is -1.90 eV. The calculation puts the largest force on an atom at 0.11254 hartree/bohr.